104
Properties=species:S:1:pos:R:3:mulliken_charge:R:1 method="wB97M-V/def2-TZVPD" spin_multiplicity=4 gap_ha="0.250 / 0.223" s_squared=3.77 e_lumo_ev="-8.597 / -9.510" total_charge=+3 homo_ev="-15.41 / -15.57"
Re -1.02 -0.74 1.67 1.151
Cl 3.52 3.97 4.76 -0.160
C 2.69 2.67 4.21 -0.059
C 3.26 1.37 4.07 -0.424
C 2.57 0.30 3.51 -0.482
C 1.21 0.45 3.22 0.481
O 0.59 -0.66 2.72 -0.670
C 0.59 1.66 3.46 0.231
C -0.81 1.93 3.07 -0.420
N -1.57 1.15 2.33 1.575
C -2.98 1.41 2.03 0.332
C -3.65 2.47 2.58 -0.567
C -4.99 2.72 2.22 -1.039
C -5.63 1.97 1.30 -0.876
C -4.96 0.85 0.75 1.032
C -5.64 -0.13 -0.01 -0.919
C -4.99 -1.26 -0.47 -1.190
C -3.59 -1.38 -0.14 -0.491
N -2.96 -0.51 0.63 0.352
C -3.61 0.56 1.09 0.122
C 1.35 2.78 3.89 -1.166
H 4.33 1.07 4.24 0.392
H 3.05 -0.70 3.35 0.428
H -1.25 2.89 3.25 0.435
H -3.24 3.13 3.32 0.604
H -5.53 3.59 2.59 0.427
H -6.65 2.14 0.99 0.530
H -6.70 -0.09 -0.24 0.529
H -5.44 -2.05 -1.06 0.541
H -3.04 -2.22 -0.51 0.707
H 0.90 3.77 3.98 0.526
N -2.53 -0.64 4.84 -0.191
C -2.74 -1.78 4.17 0.428
N -3.63 -2.60 4.65 -0.657
C -3.96 -3.64 3.91 0.303
N -5.11 -4.29 4.18 -0.330
N -3.17 -4.13 2.89 -0.616
C -2.27 -3.30 2.48 0.191
N -2.10 -2.00 2.95 0.304
C -1.33 -3.74 1.42 0.522
C -1.20 -5.03 0.90 -0.657
C -0.17 -5.24 -0.01 -0.751
C 0.69 -4.25 -0.34 -0.922
C 0.47 -2.97 0.20 -0.337
N -0.58 -2.70 0.98 0.108
H -2.88 -0.60 5.76 0.303
H -1.72 -0.07 4.66 0.040
H -5.44 -4.08 5.13 0.314
H -5.34 -5.14 3.66 0.287
H -1.91 -5.78 1.15 0.627
H -0.05 -6.23 -0.38 0.518
H 1.54 -4.40 -0.99 0.452
H 1.12 -2.11 -0.03 0.864
C 2.60 1.96 -4.32 -1.196
C 3.56 0.80 -4.02 0.594
C 4.99 1.02 -4.60 -1.584
O 3.62 0.68 -2.54 -0.135
P 2.73 -0.31 -1.73 -0.987
O 2.60 0.00 -0.26 -0.541
C 1.08 -0.16 -2.41 -0.101
P 0.11 0.88 -1.26 -0.490
O -0.12 0.16 0.09 -0.115
O -1.28 1.10 -1.98 0.361
C -1.49 1.88 -3.22 0.630
C -1.79 0.81 -4.30 -1.086
C -2.65 2.80 -2.83 -1.382
O 0.90 2.16 -1.04 -0.417
C 1.49 2.90 0.13 2.100
C 0.41 3.90 0.58 -1.343
C 2.75 3.52 -0.38 -1.305
O 3.24 -1.77 -2.13 0.051
C 4.67 -2.13 -2.17 0.581
C 4.87 -3.08 -0.96 -1.165
C 4.95 -2.81 -3.49 -1.423
H 2.38 2.17 -5.36 0.415
H 3.10 2.84 -3.96 0.399
H 1.63 1.89 -3.80 0.220
H 3.17 -0.17 -4.35 0.382
H 5.38 1.94 -4.18 0.378
H 4.85 1.16 -5.71 0.366
H 5.57 0.23 -4.23 0.452
H 0.60 -1.15 -2.46 0.504
H 1.07 0.22 -3.42 0.457
H -0.59 2.40 -3.28 0.205
H -2.33 -0.01 -3.77 0.188
H -0.83 0.39 -4.71 0.237
H -2.37 1.24 -5.12 0.452
H -3.54 2.22 -2.70 0.333
H -2.80 3.50 -3.65 0.454
H -2.32 3.14 -1.85 0.322
H 1.60 2.20 1.00 -0.962
H 0.27 4.67 -0.17 0.496
H 0.72 4.31 1.51 0.365
H -0.49 3.35 0.76 0.179
H 2.51 4.36 -1.03 0.364
H 3.35 2.74 -0.86 0.263
H 3.33 3.84 0.45 0.414
H 5.18 -1.20 -2.00 0.427
H 4.07 -3.85 -0.97 0.127
H 4.89 -2.54 0.06 0.228
H 5.78 -3.68 -0.95 0.471
H 4.24 -3.66 -3.60 0.299
H 6.02 -3.07 -3.46 0.429
H 4.83 -2.16 -4.35 0.352